Density functional theory data (wB97M-V/def2-TZVPD) for a 8-piece molecular cluster, C71H150F6N6O5S overall at a distorted geometry.

Properties
- Charge: +4
- E_LUMO: -0.2367 hartree

The geometry in XYZ format:
```
239
Properties=species:S:1:pos:R:3:forces:R:3:lowdin_charge:R:1
C 1.374782 -0.536862 -3.762470 -0.030 -1.260 -0.913 -0.076
C 2.341300 -1.243951 -2.769618 0.869 1.279 -0.983 -0.206
C 3.287315 -2.369400 -3.236644 -0.829 -0.823 -0.019 -0.185
C 4.230638 -1.876819 -4.296485 -0.234 0.265 -0.454 -0.119
N 5.122863 -2.948401 -4.876101 0.598 0.457 0.351 -0.204
C 4.405971 -3.940661 -5.724583 -1.305 -1.685 0.731 -0.092
C 4.896677 -3.852683 -7.152786 -0.443 -0.095 -0.311 -0.125
C 6.272073 -3.324776 -6.936584 1.714 -0.906 -1.085 -0.158
C 6.091403 -2.366107 -5.838755 0.967 1.582 0.623 -0.120
C 5.901245 -3.653946 -3.802037 -0.248 -0.768 0.887 -0.146
C 6.582984 -2.789478 -2.759997 0.693 0.107 -0.234 -0.227
C 7.191237 -3.679013 -1.652903 -0.200 -0.987 -0.349 -0.072
H 0.807746 0.236735 -3.283590 -0.228 0.204 0.673 0.032
H 0.690250 -1.268841 -4.197348 -0.368 -0.209 0.284 0.052
H 1.719808 -0.049814 -4.679077 0.994 -0.020 0.314 0.082
H 1.743558 -1.583181 -1.949293 -0.249 -0.206 0.651 0.079
H 3.004612 -0.450998 -2.411883 -0.179 -0.009 0.449 0.105
H 2.717066 -3.266603 -3.555501 0.139 0.434 -0.145 0.119
H 3.914055 -2.735966 -2.407558 -0.466 0.312 0.085 0.107
H 4.844301 -1.109859 -3.838850 0.457 0.053 -0.112 0.137
H 3.728596 -1.364586 -5.126216 -0.015 -0.452 0.001 0.147
H 4.554850 -4.908081 -5.212145 0.015 0.227 -0.690 0.148
H 3.362180 -3.725660 -5.639260 -0.725 0.069 -0.006 0.119
H 4.878838 -4.771393 -7.728266 -0.037 -0.382 0.372 0.135
H 4.267246 -3.180274 -7.729546 0.009 0.381 0.066 0.130
H 6.979593 -4.149597 -6.733712 -0.338 0.279 0.389 0.143
H 6.728065 -2.848427 -7.795292 -0.148 0.274 -0.263 0.139
H 6.972456 -2.047314 -5.307157 0.443 -0.160 0.158 0.136
H 5.676659 -1.449595 -6.207277 -0.530 0.493 -0.359 0.141
H 6.584650 -4.346381 -4.284568 0.332 0.248 -0.314 0.149
H 5.244911 -4.330493 -3.262056 -0.599 0.043 -0.117 0.125
H 5.892105 -2.044154 -2.370211 0.018 -0.115 0.280 0.096
H 7.373522 -2.237257 -3.262653 0.233 0.220 0.183 0.112
H 7.947210 -4.374602 -2.098380 -0.381 0.739 0.383 0.098
H 6.402642 -4.376876 -1.268911 0.555 0.737 0.063 0.086
H 7.663104 -3.114410 -0.823111 -0.404 -0.324 -0.611 0.081
C 2.407607 -2.901821 3.302712 0.772 1.054 -0.336 -0.082
C 1.954000 -2.726469 1.832797 0.124 -0.567 0.236 -0.239
C 1.395731 -4.084913 1.388287 0.240 -1.535 -0.489 -0.195
C 0.816397 -4.016872 -0.022989 -2.096 0.378 -0.322 -0.079
N -0.225631 -5.121665 -0.390623 -0.505 1.494 0.650 -0.206
C -1.492653 -4.945928 0.452325 -0.936 -0.018 0.346 -0.098
C -1.908005 -6.361431 0.900264 -0.669 -0.172 0.951 -0.151
C -1.101732 -7.317041 0.056768 1.726 -0.542 -0.142 -0.137
C 0.229286 -6.514542 -0.155317 -1.314 -0.673 0.630 -0.087
C -0.619477 -4.999239 -1.843567 -0.836 -0.293 -0.632 -0.124
C -1.053145 -3.646670 -2.428639 0.157 0.394 1.413 -0.219
C -1.441358 -3.731585 -3.884602 1.374 0.861 -0.854 -0.082
H 2.550386 -3.958516 3.489917 0.255 -0.140 0.280 0.071
H 1.664801 -2.529214 4.003649 0.010 0.004 -0.028 0.046
H 3.370466 -2.359770 3.498841 -0.817 -0.531 -0.070 0.079
H 2.819116 -2.422249 1.206434 -0.495 -0.242 0.151 0.117
H 1.161106 -1.980045 1.715284 0.206 -0.135 0.106 0.075
H 0.616982 -4.461995 2.121573 0.767 0.633 -0.838 0.117
H 2.196390 -4.865106 1.381008 -0.387 0.595 0.292 0.127
H 1.493173 -4.085329 -0.892351 0.221 0.488 0.714 0.133
H 0.166322 -3.092221 -0.013710 0.796 -0.730 -0.540 0.125
H -2.251358 -4.451229 -0.179260 0.505 -0.197 0.333 0.107
H -1.351320 -4.273136 1.320039 0.263 -0.236 -0.811 0.096
H -2.988006 -6.592362 0.760237 0.654 0.496 0.163 0.123
H -1.696789 -6.483764 1.985438 -0.058 0.022 -0.646 0.126
H -1.653734 -7.511061 -0.850916 0.190 -0.257 -0.422 0.105
H -0.801668 -8.288372 0.523130 -0.660 0.773 -0.279 0.143
H 0.904549 -6.811613 -0.945868 0.078 -0.233 -0.059 0.136
H 0.686325 -6.579328 0.829007 0.502 0.321 -0.137 0.130
H -1.437553 -5.705799 -2.036328 0.327 -0.086 0.316 0.142
H 0.241369 -5.343337 -2.405909 0.206 -0.084 -0.177 0.129
H -0.153722 -3.028944 -2.320937 -0.376 0.398 -0.160 0.084
H -1.890947 -3.143714 -1.893514 0.741 -0.432 0.168 0.120
H -2.473722 -3.841217 -4.136797 -0.758 -0.043 0.278 0.073
H -0.915242 -4.496367 -4.426818 0.319 -0.673 -0.128 0.074
H -1.053989 -2.808489 -4.355382 -0.564 -0.236 0.040 0.064
C 6.663579 -0.500458 1.630027 -0.814 0.244 -0.863 -0.117
C 6.817991 -0.192108 3.103501 -0.037 -0.522 2.234 -0.225
C 5.904878 0.958647 3.682944 -0.485 -1.155 -0.265 -0.176
C 6.049477 2.081759 2.714325 0.883 1.224 -0.864 -0.147
N 5.697399 3.480240 3.215181 0.452 -0.385 0.170 -0.221
C 5.742990 4.499454 2.127155 -0.571 0.429 -1.219 -0.075
C 4.274045 4.617529 1.641695 0.509 -1.357 -0.451 -0.121
C 3.518104 4.571716 2.979344 2.157 0.593 -0.138 -0.111
C 4.286651 3.430017 3.625686 -1.380 -0.503 1.273 -0.141
C 6.648401 3.834517 4.347877 0.268 0.345 -1.159 -0.092
C 6.302799 5.124293 5.065143 -0.207 0.993 -0.116 -0.227
C 7.151643 5.443949 6.307597 -1.081 0.425 0.427 -0.074
H 7.272640 -0.007029 0.852366 0.031 0.060 0.755 0.090
H 5.623892 -0.292526 1.371602 -0.204 0.182 -0.205 0.067
H 6.711204 -1.563332 1.449952 0.505 -0.395 0.064 0.061
H 7.861943 -0.047763 3.469275 -0.641 -0.019 -0.559 0.129
H 6.449648 -1.101714 3.629570 0.483 0.484 -0.190 0.115
H 6.130705 1.255336 4.715068 0.434 -0.451 -0.362 0.114
H 4.862603 0.575920 3.752150 0.469 0.260 -0.298 0.117
H 5.471925 1.939205 1.805099 -0.225 -0.010 0.013 0.136
H 7.098991 2.090869 2.383005 -0.174 0.462 0.195 0.145
H 6.003549 5.478902 2.512218 0.254 -0.133 0.415 0.122
H 6.510892 4.235098 1.390470 -0.387 -0.125 0.068 0.151
H 4.144428 5.456975 0.992060 -0.166 0.815 -0.020 0.122
H 4.010750 3.761788 0.991657 0.044 0.159 0.394 0.103
H 3.717822 5.538752 3.503813 -0.558 -0.770 -0.165 0.136
H 2.494618 4.296937 2.933469 -1.008 0.163 -0.203 0.082
H 4.229558 3.387604 4.701938 0.054 0.294 0.463 0.134
H 3.885379 2.457544 3.342617 -0.128 0.185 -0.464 0.113
H 7.609808 3.845496 3.798789 -0.143 0.235 0.761 0.161
H 6.611870 2.973612 4.978094 0.227 -0.203 0.711 0.107
H 5.227595 5.156730 5.327636 0.494 -0.257 0.070 0.112
H 6.429614 5.989168 4.393132 0.031 -0.381 0.050 0.112
H 6.989506 4.719838 7.111531 0.329 -0.112 -0.212 0.082
H 6.786644 6.406857 6.733452 0.327 -0.571 -0.408 0.097
H 8.198572 5.571738 6.070498 0.247 -0.180 0.021 0.080
C -3.540362 1.218175 -9.701377 0.031 0.243 0.899 -0.094
C -2.677283 1.605454 -8.497035 0.830 -0.063 -0.165 -0.250
C -3.536974 1.891076 -7.245355 -0.454 -1.902 -0.980 -0.209
C -2.706568 2.448692 -6.143707 -1.059 0.826 1.371 -0.067
N -3.420943 2.498548 -4.716226 0.675 0.102 -1.490 -0.213
C -2.468961 3.041433 -3.706871 0.608 0.186 0.410 -0.105
C -1.524049 1.891491 -3.424428 0.323 -0.458 -0.812 -0.149
C -2.429574 0.617632 -3.556378 1.304 0.780 0.557 -0.115
C -3.681705 1.070841 -4.254700 -0.703 0.369 -0.881 -0.075
C -4.671827 3.303563 -4.763201 -1.170 -0.926 -1.474 -0.162
C -4.546376 4.704290 -5.322857 -0.099 1.128 0.681 -0.223
C -5.896185 5.450498 -5.174224 -0.797 1.215 -0.188 -0.099
H -2.940521 0.939683 -10.536365 0.559 -0.197 -0.619 0.068
H -4.121300 2.079671 -9.999071 -0.432 0.077 -0.137 0.079
H -4.182113 0.368788 -9.469623 -0.178 0.096 0.027 0.082
H -2.025723 2.468100 -8.768919 -0.509 -0.374 0.250 0.125
H -1.978946 0.773256 -8.270494 -0.266 0.396 -0.007 0.115
H -3.881759 0.891671 -6.939289 -0.167 0.177 -0.207 0.106
H -4.452265 2.396456 -7.600993 0.528 0.492 0.698 0.132
H -2.496847 3.471832 -6.397271 0.524 0.497 0.309 0.127
H -1.801040 1.888691 -5.946216 0.105 -0.086 -0.273 0.132
H -3.045373 3.258816 -2.812301 -0.281 -0.007 0.136 0.139
H -1.984511 3.989334 -3.992697 -0.238 -0.554 -0.323 0.153
H -1.127066 1.953346 -2.422325 0.285 0.118 0.037 0.077
H -0.671188 1.879203 -4.135777 -0.505 0.056 0.546 0.109
H -2.646066 0.360389 -2.535023 -0.332 -0.539 0.206 0.080
H -1.855743 -0.193725 -3.999556 -0.328 -0.066 -0.253 0.106
H -4.516636 1.163343 -3.552125 0.041 -0.271 -0.250 0.138
H -3.983472 0.507157 -5.164618 0.092 0.235 1.005 0.129
H -5.087319 3.292597 -3.753895 0.062 0.169 -0.020 0.138
H -5.389075 2.736337 -5.423721 0.628 0.410 0.748 0.154
H -4.310849 4.778780 -6.414805 0.156 -0.530 1.028 0.126
H -3.785087 5.261421 -4.722855 -0.376 -0.282 -0.739 0.123
H -6.129602 6.069588 -4.260873 0.767 -1.077 -0.485 0.095
H -6.799394 4.844290 -5.366834 0.558 -0.085 0.072 0.083
H -5.904651 6.212774 -5.965146 -0.114 -0.160 0.140 0.079
C -1.032028 -3.002766 4.041983 -1.087 0.527 0.610 -0.091
C -2.399405 -2.993485 4.747473 -0.284 -0.823 1.018 -0.231
C -3.566132 -3.329418 3.825584 -0.791 -1.010 -0.494 -0.183
C -4.065091 -2.140968 3.034715 0.330 0.677 1.248 -0.133
N -5.491948 -2.208852 2.618214 -0.101 0.656 -1.086 -0.207
C -6.514711 -2.407677 3.698456 -0.467 1.397 -0.719 -0.090
C -7.835584 -1.822100 3.108838 0.734 0.014 0.198 -0.104
C -7.423692 -0.797231 1.994282 0.097 -0.486 1.143 -0.115
C -5.900919 -0.821281 2.043409 -0.028 -0.213 0.270 -0.079
C -5.741856 -3.275967 1.597162 -0.643 0.296 -0.366 -0.112
C -5.200803 -3.033750 0.203178 -0.539 0.967 -1.016 -0.222
C -5.451903 -4.238777 -0.713434 0.845 -0.308 1.046 -0.075
H -0.252822 -2.816944 4.784392 0.021 -0.257 -0.201 0.065
H -1.039720 -2.192268 3.315408 0.358 -0.184 -0.362 0.057
H -0.925334 -3.981707 3.561764 0.292 0.242 0.059 0.066
H -2.611974 -2.059843 5.313499 0.277 -0.364 -0.449 0.104
H -2.428918 -3.798628 5.514837 0.296 0.518 -0.286 0.122
H -4.423417 -3.772538 4.394219 0.750 0.353 -0.188 0.127
H -3.237349 -4.113678 3.126362 -0.070 -0.010 0.158 0.109
H -3.430593 -1.922641 2.161492 -0.115 -0.021 0.119 0.098
H -4.013578 -1.333398 3.786725 -0.143 0.238 -0.634 0.132
H -6.640444 -3.421800 3.983426 0.218 -0.980 0.089 0.125
H -6.198134 -1.834476 4.560171 0.170 0.141 0.166 0.138
H -8.447593 -2.610307 2.681971 -0.181 -0.002 0.163 0.112
H -8.322255 -1.418375 3.989975 -0.556 0.347 -0.327 0.119
H -7.844358 -1.039718 1.035836 0.068 -0.612 -0.487 0.108
H -7.805072 0.202744 2.151013 0.075 0.275 0.470 0.114
H -5.435209 -0.605081 1.077894 0.203 -0.328 0.492 0.109
H -5.535300 -0.131623 2.811609 0.005 0.003 -0.286 0.117
H -6.828061 -3.293689 1.607277 -0.084 -0.466 -0.614 0.123
H -5.420610 -4.223650 1.986483 0.397 -0.389 0.450 0.137
H -4.147521 -2.699449 0.201355 -0.332 -0.209 0.082 0.086
H -5.816946 -2.247481 -0.280538 0.476 0.073 0.481 0.116
H -4.745129 -5.023611 -0.395128 -0.477 -0.176 -0.278 0.063
H -5.250703 -4.017212 -1.760437 -0.114 0.108 0.069 0.077
H -6.482517 -4.571206 -0.580129 0.111 -0.233 -0.248 0.087
C -0.719379 0.240588 5.483327 -0.245 0.814 -0.156 -0.092
C -0.106005 1.625056 5.769798 0.108 0.170 0.064 -0.220
C -0.876136 2.840538 5.255106 -0.431 -0.413 1.286 -0.187
C -1.083423 2.862037 3.798915 -1.028 0.639 -0.482 -0.125
N -1.879039 4.102773 3.408040 -0.165 -0.009 0.007 -0.195
C -2.063343 4.161110 1.921804 0.453 -0.053 -1.012 -0.095
C -1.938488 5.638641 1.423396 -0.515 -0.711 0.435 -0.090
C -1.750072 6.410024 2.738224 0.031 0.344 -0.013 -0.136
C -1.162532 5.390925 3.687058 -0.580 0.676 1.660 -0.109
C -3.275446 4.105936 4.040780 0.071 -0.530 -0.854 -0.089
C -4.005485 2.783926 3.778579 -0.440 0.315 -0.461 -0.229
C -5.376097 2.845599 4.478132 1.225 -1.211 -0.066 -0.057
H -0.916800 0.005629 4.414173 0.408 0.073 0.652 0.068
H -1.659518 0.186376 6.013527 -0.546 -0.004 0.065 0.072
H -0.107454 -0.501883 5.975018 0.313 -0.399 -0.302 0.079
H 0.902689 1.696483 5.385642 0.448 -0.160 -0.158 0.087
H -0.007821 1.748320 6.853379 -0.035 -0.117 -0.118 0.122
H -0.520031 3.778546 5.671164 0.622 0.029 -0.129 0.123
H -1.866962 2.774854 5.666517 -0.692 -0.169 0.535 0.108
H -1.720552 1.990304 3.549354 0.948 0.501 -0.546 0.118
H -0.180950 2.967270 3.228978 0.498 -0.441 -0.412 0.119
H -2.972360 3.639524 1.663737 -0.267 0.242 -0.105 0.115
H -1.279639 3.556580 1.512708 0.494 -0.217 -0.304 0.082
H -2.837336 5.893151 0.860271 -0.023 0.279 0.295 0.121
H -1.121523 5.777250 0.718189 0.218 -0.249 0.241 0.099
H -2.704078 6.766059 3.129063 0.105 0.205 -0.124 0.118
H -1.036229 7.243637 2.703042 -0.481 -0.054 -0.285 0.135
H -1.392453 5.629604 4.746505 0.494 0.052 -0.609 0.145
H -0.080592 5.373765 3.537490 -0.115 -0.829 0.000 0.142
H -3.782976 4.899741 3.498920 -0.246 0.055 0.133 0.138
H -3.307392 4.360436 5.100835 0.629 -0.028 -0.061 0.144
H -3.445726 1.881443 4.064582 -0.274 0.410 0.595 0.101
H -4.116905 2.607855 2.702246 -0.236 0.316 0.156 0.091
H -5.944784 3.729503 4.332653 -0.425 0.850 -0.680 0.075
H -5.164793 2.836509 5.535942 -0.295 -0.427 0.536 0.082
H -5.941755 1.968168 4.155621 -0.205 0.184 0.410 0.069
C -1.488245 -0.866796 0.525099 0.679 -3.451 0.149 -0.429
O -0.566493 -0.545445 1.580500 -0.438 -0.688 -0.034 -0.123
O -2.070697 -2.088658 0.774972 0.688 1.986 -0.280 -0.223
C -2.535795 0.217822 0.344745 -1.393 0.384 0.953 -0.494
F -2.121138 1.272606 -0.372129 0.065 0.320 0.421 0.131
F -3.630778 -0.234749 -0.283415 0.004 -0.161 -0.498 0.121
F -3.070100 0.686664 1.562769 1.089 -0.099 -1.026 0.079
C 0.206215 0.639169 1.437422 -1.372 -0.869 -1.103 -0.270
C 1.286003 0.655048 2.439963 1.858 0.021 0.484 -0.044
H 1.798499 1.585530 2.204750 0.560 0.213 0.209 0.067
H 1.095994 0.653721 3.521427 -0.691 0.006 -0.450 0.062
H 2.015419 -0.177000 2.297046 -0.519 0.657 -0.179 0.080
H -0.544763 1.394673 1.537345 0.055 1.384 0.402 0.077
H 0.599170 0.763187 0.408746 0.012 -0.351 0.617 0.099
H -0.872493 -0.966895 -0.421208 -0.409 0.861 0.245 0.157
C 0.838734 3.895785 -0.655323 -1.513 2.108 1.153 -0.490
F 1.084407 3.925455 0.702772 0.686 -0.252 -0.661 0.051
F -0.485767 3.491181 -0.665067 1.130 0.098 -0.805 0.048
F 0.807997 5.250272 -1.016646 0.303 -2.259 0.179 0.069
S 1.972683 2.794460 -1.678304 -2.419 -0.430 -0.037 0.411
O 3.273718 3.285183 -1.448437 1.644 0.421 0.824 -0.268
O 1.600749 1.496647 -1.151623 0.654 -0.132 0.481 -0.331
O 1.420472 3.006740 -2.973601 -0.313 0.466 -1.244 -0.288
```
Forces are in eV/Å.

=====

Density functional theory data (wB97M-V/def2-TZVPD) for one molecule with the formula C3H3NO2 at a distorted geometry.

Properties
- E_LUMO: 0.0343 hartree
- SMILES string: Oc1cocn1

The geometry in XYZ format:
```
9
Properties=species:S:1:pos:R:3:forces:R:3:lowdin_charge:R:1
O 1.958744 -0.150835 0.205099 0.477 -0.232 -0.607 0.054
C 0.656615 -0.029627 -0.126718 -0.853 -0.259 1.540 -0.391
C 0.007588 1.149984 -0.261192 -0.088 -1.107 0.000 -0.103
O -1.318392 0.963237 -0.067250 -0.904 -2.784 0.037 -0.059
C -1.416034 -0.680020 0.205091 0.839 3.218 -0.626 -0.002
N -0.231365 -1.099148 0.181001 0.290 0.673 -0.415 0.111
H 2.233463 -1.049761 0.008177 0.191 -0.161 -0.046 0.105
H 0.498345 2.115404 -0.496133 -0.998 -0.659 0.348 0.146
H -2.388966 -1.219233 0.351925 1.046 1.311 -0.231 0.137
```
Forces are in eV/Å.

=====

Q: Among the records above, which one has the highest E_LUMO?
A: C3H3NO2